# 1
C19H28F6N4O7 | wB97M-V/def2-TZVPD

SMILES: CCOC(=O)C(F)(F)F.CCOC(=O)C(F)(F)F.COC(=O)OC.CC#N.CC#N.CC#N.CC#N
Orbital gap: 11.4 eV
E_HOMO: -11.19 eV
Energy: -2085.6832 hartree

```
64
Properties=species:S:1:pos:R:3:mulliken_charge:R:1
C 4.48 -0.40 -4.75 -1.16
C 3.90 -1.26 -3.66 -0.25
O 2.85 -0.50 -2.98 -0.29
C 3.02 -0.24 -1.71 0.11
O 3.92 -0.56 -0.99 -0.58
C 1.89 0.64 -1.16 1.23
F 0.96 0.94 -2.07 -0.25
F 1.29 0.02 -0.13 -0.24
F 2.41 1.79 -0.70 -0.28
H 5.04 0.43 -4.30 0.30
H 3.70 0.09 -5.33 0.31
H 5.14 -0.96 -5.41 0.38
H 4.65 -1.55 -2.93 0.33
H 3.42 -2.18 -3.99 0.34
C 1.48 -2.79 1.93 -1.21
C 2.96 -2.66 1.57 0.21
O 3.70 -2.09 2.66 -0.32
C 4.13 -2.93 3.58 0.37
O 3.98 -4.11 3.60 -0.52
C 4.91 -2.18 4.68 0.88
F 4.56 -0.90 4.78 -0.23
F 4.73 -2.76 5.86 -0.25
F 6.22 -2.22 4.39 -0.25
H 0.90 -2.89 1.01 0.30
H 1.12 -1.94 2.51 0.31
H 1.32 -3.70 2.50 0.47
H 3.07 -1.98 0.73 -0.07
H 3.34 -3.64 1.29 0.34
C -3.24 -0.19 -2.51 -0.61
O -4.24 -0.77 -1.71 -0.23
C -4.54 -2.06 -1.98 0.77
O -4.46 -2.59 -3.05 -0.56
O -4.97 -2.62 -0.86 -0.29
C -5.43 -3.97 -0.99 -0.68
H -2.27 -0.23 -2.01 0.14
H -3.47 0.86 -2.64 0.18
H -3.13 -0.66 -3.49 0.42
H -5.53 -4.32 0.03 0.22
H -4.74 -4.55 -1.58 0.33
H -6.41 -3.97 -1.47 0.29
C 0.35 3.97 2.95 -0.06
C -0.67 3.95 3.98 0.24
N -1.46 3.91 4.81 -0.41
H -0.07 3.57 2.03 -0.33
H 1.12 3.24 3.24 0.23
H 0.78 4.94 2.75 0.33
C -2.09 -1.00 1.03 -0.58
C -1.53 0.34 0.92 0.22
N -1.12 1.41 0.82 -0.22
H -2.32 -1.22 2.07 0.39
H -1.31 -1.72 0.74 0.06
H -2.99 -1.07 0.44 0.17
C -4.45 3.72 0.05 -0.89
C -4.43 2.32 0.43 0.45
N -4.36 1.21 0.71 -0.39
H -4.10 3.79 -0.98 0.23
H -3.74 4.26 0.68 0.25
H -5.42 4.19 0.17 0.35
C -0.37 3.83 -1.12 0.07
C -0.66 5.19 -0.64 0.08
N -0.88 6.23 -0.20 -0.46
H 0.26 3.85 -2.00 0.41
H -1.33 3.36 -1.34 0.03
H 0.11 3.33 -0.29 -0.15
```

=====

# 2
C33H29Si | wB97M-V/def2-TZVPD

Orbital gap: 5.0 eV
Energy relative to the best compared isomer or geometry (same formula, charge and spin): 78.7 kJ/mol
E_HOMO: -10.18 eV
Charge: +1
Energy: -1564.0834 hartree

```
63
Properties=species:S:1:pos:R:3:mulliken_charge:R:1
C 1.51 0.73 1.73 -0.31
C 2.66 -0.08 1.40 0.85
C 3.88 0.20 2.04 -0.50
C 5.03 -0.54 1.77 -0.53
C 5.00 -1.58 0.84 -0.47
C 3.79 -1.90 0.21 -0.61
C 2.63 -1.17 0.48 -0.42
C 0.27 0.45 1.22 -1.04
C -0.96 1.23 1.48 -0.50
C -2.30 0.65 1.06 0.00
C -3.32 1.53 0.66 -0.27
C -4.42 1.06 -0.03 -0.65
C -4.54 -0.33 -0.27 -0.52
C -3.54 -1.20 0.18 -0.62
C -2.42 -0.72 0.83 -0.44
H 1.67 1.55 2.43 0.54
H 3.89 1.04 2.75 0.32
H 5.95 -0.29 2.30 0.36
H 5.90 -2.13 0.62 0.39
H 3.76 -2.73 -0.50 0.37
H 1.68 -1.43 -0.01 0.27
H 0.10 -0.28 0.42 0.62
H -0.99 1.70 2.45 0.69
H -3.21 2.61 0.86 0.63
H -5.20 1.74 -0.38 0.39
H -5.42 -0.73 -0.78 0.36
H -3.61 -2.28 0.01 0.38
H -1.57 -1.35 1.09 0.56
H -0.82 1.88 0.69 0.14
Si -0.88 5.13 1.60 -0.20
C -2.31 5.65 0.58 0.66
C -2.84 6.92 0.90 -0.35
C -3.84 7.47 0.10 -0.68
C -4.34 6.74 -0.99 -0.42
C -3.86 5.46 -1.29 -0.74
C -2.83 4.90 -0.50 -0.19
C -0.77 5.85 3.24 0.56
C 0.05 6.98 3.41 -0.15
C -0.11 7.74 4.57 -0.64
C -1.01 7.30 5.55 -0.44
C -1.74 6.10 5.43 -0.55
C -1.60 5.34 4.27 -0.39
C 0.69 5.23 0.64 0.49
C 0.78 6.31 -0.27 -0.17
C 2.03 6.71 -0.74 -0.68
C 3.17 5.97 -0.39 -0.40
C 3.07 4.81 0.40 -0.47
C 1.81 4.41 0.89 -0.22
H -2.44 7.46 1.76 0.38
H -4.21 8.46 0.35 0.41
H -5.12 7.19 -1.61 0.38
H -4.28 4.89 -2.13 0.42
H -2.44 3.90 -0.73 0.62
H 0.74 7.26 2.60 0.38
H 0.49 8.65 4.67 0.39
H -1.15 7.92 6.43 0.39
H -2.41 5.76 6.24 0.40
H -2.14 4.39 4.12 0.36
H -0.13 6.85 -0.54 0.41
H 2.09 7.59 -1.38 0.40
H 4.15 6.31 -0.76 0.38
H 3.97 4.22 0.62 0.43
H 1.71 3.51 1.50 0.24
```

=====

# 3
C4H5N5O | wB97M-V/def2-TZVPD

Orbital gap: 9.9 eV
Energy relative to the best compared isomer or geometry (same formula, charge and spin): 74.8 kJ/mol
E_HOMO: -9.88 eV
Energy: -504.3871 hartree

```
15
Properties=species:S:1:pos:R:3:mulliken_charge:R:1
C -0.10 1.80 0.40 -0.09
C 1.06 0.23 -0.26 0.57
C -3.86 -0.59 -0.66 -0.24
C -0.04 -1.67 0.81 0.15
N 0.98 1.53 -0.35 -0.66
N -0.70 0.77 0.92 -0.98
N -3.03 -0.05 -0.07 -0.10
N 0.03 -0.31 0.46 0.60
N 2.05 -0.44 -0.83 -0.36
O 0.65 -2.58 0.45 -0.47
H -0.37 2.69 0.76 0.49
H -0.72 -1.86 1.70 0.32
H -2.22 0.34 0.43 0.35
H 2.72 0.01 -1.31 0.19
H 2.13 -1.48 -0.99 0.23
```

=====

# 4
C5H11NO | wB97M-V/def2-TZVPD

SMILES: C=NC(=C)CC.O
Orbital gap: 7.9 eV
Energy relative to the best compared isomer or geometry (same formula, charge and spin): 394.6 kJ/mol
E_HOMO: -8.13 eV
Energy: -326.9811 hartree

```
18
Properties=species:S:1:pos:R:3:mulliken_charge:R:1
C 0.40 0.46 2.00 -0.22
N -0.55 0.07 1.26 -0.48
C -0.74 0.59 -0.04 0.32
C -1.94 0.41 -0.66 -0.59
C 0.35 1.41 -0.72 -0.60
C 1.42 0.45 -1.21 -1.03
H 0.53 0.07 3.01 0.27
H 1.11 1.28 1.79 0.21
H -2.62 1.20 -0.99 0.30
H -2.31 -0.61 -0.91 0.20
H -0.17 2.09 -1.41 0.39
H 0.73 2.15 0.03 0.30
H 2.27 0.91 -1.68 0.39
H 1.85 -0.19 -0.42 0.25
H 0.88 -0.07 -2.01 0.31
O 0.57 -2.71 -0.30 -0.63
H -0.05 -3.41 -0.05 0.29
H 0.10 -1.96 0.09 0.32
```

=====

# 5
C25H20CaCl5N4 | wB97M-V/def2-TZVPD

Orbital gap: 8.4 eV
E_HOMO: -10.93 eV
Charge: +1
Energy: -4162.1698 hartree

```
55
Properties=species:S:1:pos:R:3:mulliken_charge:R:1
Ca -0.26 -0.01 -0.54 2.19
C 0.90 2.04 1.65 -1.08
C 2.01 1.00 1.84 -1.09
C 1.56 -0.41 2.13 0.56
C 1.81 -0.98 3.37 -0.95
C 1.48 -2.31 3.59 -0.43
C 0.95 -3.05 2.54 -0.99
C 0.74 -2.41 1.34 -0.39
N 0.99 -1.11 1.13 0.38
N 0.38 2.19 0.27 0.74
C 1.38 2.76 -0.65 -1.24
C 2.25 1.75 -1.37 0.46
C 3.39 2.17 -2.04 -1.19
C 4.15 1.23 -2.71 -0.39
C 3.77 -0.11 -2.68 -0.89
C 2.60 -0.43 -2.02 -0.57
N 1.84 0.47 -1.39 0.34
C -0.80 3.07 0.33 -1.00
C -2.07 2.34 0.68 0.62
C -2.97 2.82 1.61 -0.68
C -4.20 2.19 1.74 -0.41
C -4.50 1.12 0.91 -0.76
C -3.52 0.68 0.03 -0.46
N -2.33 1.26 -0.07 -0.41
H 1.28 3.02 1.98 0.58
H 0.05 1.79 2.29 0.52
H 2.62 1.33 2.68 0.55
H 2.66 0.99 0.97 0.29
H 2.28 -0.40 4.15 0.44
H 1.65 -2.77 4.55 0.43
H 0.71 -4.09 2.66 0.46
H 0.36 -2.96 0.48 0.73
H 2.03 3.48 -0.14 0.40
H 0.85 3.31 -1.43 0.55
H 3.67 3.21 -2.04 0.51
H 5.05 1.53 -3.24 0.44
H 4.35 -0.87 -3.17 0.43
H 2.25 -1.46 -1.98 0.51
H -0.98 3.48 -0.67 0.48
H -0.64 3.92 1.01 0.31
H -2.73 3.69 2.21 0.40
H -4.93 2.55 2.46 0.44
H -5.45 0.62 0.96 0.44
H -3.70 -0.17 -0.62 0.63
Cl -2.35 -2.13 0.92 -0.14
C -2.01 -2.67 -0.71 0.98
C -1.23 -1.84 -1.49 -1.92
C -1.04 -2.29 -2.80 1.17
Cl -0.18 -1.24 -3.88 -0.23
C -1.55 -3.49 -3.29 -0.34
Cl -1.28 -3.97 -4.92 -0.17
C -2.30 -4.30 -2.44 0.68
Cl -2.95 -5.78 -3.00 -0.17
C -2.54 -3.89 -1.13 -0.54
Cl -3.48 -4.86 -0.06 -0.18
```

=====

# 6
C2H3F2P | wB97M-V/def2-TZVPD

SMILES: FC/C=P/F
Orbital gap: 9.9 eV
Energy relative to the best compared isomer or geometry (same formula, charge and spin): 123.3 kJ/mol
E_HOMO: -9.89 eV
Energy: -619.0603 hartree

```
8
Properties=species:S:1:pos:R:3:mulliken_charge:R:1
F -1.30 -1.25 0.90 -0.31
C -0.38 -0.97 -0.17 -0.14
C 0.22 0.41 -0.09 -0.08
P -0.17 1.77 0.75 0.11
F 1.20 2.63 0.30 -0.31
H 0.25 -1.81 -0.04 0.24
H -1.05 -1.06 -1.05 0.21
H 1.23 0.29 -0.59 0.27
```

=====

# 7
C2H6N2OS2 | wB97M-V/def2-TZVPD

Orbital gap (alpha / beta): 7.5 / 7.6 eV
Energy relative to the best compared isomer or geometry (same formula, charge and spin): 332.8 kJ/mol
E_HOMO (alpha / beta): -8.71 / -8.81 eV
Energy: -1060.7957 hartree

```
13
Properties=species:S:1:pos:R:3:mulliken_charge:R:1
C -0.80 0.16 0.44 0.78
C 0.04 1.14 -0.30 -1.10
N 1.16 -1.21 0.48 -0.11
N 0.01 -0.93 0.99 -0.37
O -2.01 0.22 0.42 -0.52
S 1.29 -1.75 -1.19 -0.13
S -1.55 -2.74 1.20 -0.20
H 1.02 1.23 0.11 0.42
H -0.51 2.14 -0.32 0.31
H 0.27 1.07 -1.43 0.28
H 1.83 -1.68 1.13 0.30
H -0.02 -2.09 -1.22 0.17
H -2.43 -1.83 1.76 0.16
```

=====

# 8
C23H24N2O4 | wB97M-V/def2-TZVPD

SMILES: COc1ccc(-c2cc(C(=O)NC[C@H]3CCCO3)c3ccccc3n2)c(OC)c1
Orbital gap: 8.3 eV
Energy relative to the best compared isomer or geometry (same formula, charge and spin): 193.3 kJ/mol
E_HOMO: -8.25 eV
Energy: -1301.3216 hartree

```
53
Properties=species:S:1:pos:R:3:mulliken_charge:R:1
C 6.33 -2.02 1.80 -0.87
O 5.63 -1.30 0.81 -0.45
C 4.33 -0.99 1.03 0.91
C 3.60 -1.32 2.17 -0.56
C 2.27 -0.96 2.26 -1.19
C 1.62 -0.28 1.24 0.05
C 0.19 0.03 1.36 -0.18
C -0.65 -0.11 0.24 -0.21
C -1.98 0.24 0.34 0.53
C -2.86 0.10 -0.87 0.20
O -3.97 -0.39 -0.84 -0.67
N -2.29 0.60 -1.99 -0.05
C -2.80 0.30 -3.30 -1.33
C -1.73 -0.39 -4.15 0.28
C -0.53 0.52 -4.52 -0.98
C 0.70 -0.24 -3.99 0.51
C 0.14 -1.66 -3.81 -0.67
O -1.20 -1.48 -3.42 -0.41
C -2.48 0.68 1.59 0.86
C -3.82 1.05 1.82 -0.86
C -4.22 1.45 3.06 -0.69
C -3.31 1.50 4.13 -0.53
C -2.00 1.16 3.94 -0.48
C -1.55 0.74 2.67 0.02
N -0.25 0.43 2.53 -0.60
C 2.37 0.08 0.11 0.24
O 1.80 0.81 -0.92 -0.17
C 1.64 2.18 -0.63 -1.00
C 3.70 -0.27 0.01 -0.45
H 5.88 -3.00 1.98 0.35
H 7.34 -2.15 1.41 0.25
H 6.38 -1.46 2.74 0.35
H 4.06 -1.86 2.98 0.41
H 1.70 -1.22 3.15 0.51
H -0.25 -0.52 -0.67 1.06
H -1.32 0.90 -1.94 0.10
H -3.12 1.22 -3.81 0.30
H -3.65 -0.36 -3.16 0.53
H -2.21 -0.77 -5.07 0.45
H -0.47 0.64 -5.60 0.34
H -0.62 1.50 -4.07 0.36
H 1.03 0.16 -3.03 -0.62
H 1.54 -0.22 -4.68 0.44
H 0.19 -2.22 -4.75 0.35
H 0.65 -2.23 -3.03 0.37
H -4.52 0.99 1.00 0.45
H -5.25 1.73 3.23 0.40
H -3.65 1.82 5.10 0.39
H -1.28 1.19 4.75 0.48
H 2.60 2.65 -0.42 0.38
H 1.19 2.64 -1.51 0.24
H 0.98 2.33 0.24 0.34
H 4.27 0.01 -0.86 0.51
```

=====

# 9
CH12O4S | wB97M-V/def2-TZVPD

SMILES: CS.O.O.O.O
Orbital gap: 9.4 eV
Energy relative to the best compared isomer or geometry (same formula, charge and spin): 38.0 kJ/mol
E_HOMO: -8.95 eV
Energy: -744.4282 hartree

```
18
Properties=species:S:1:pos:R:3:mulliken_charge:R:1
C -0.15 1.11 -1.09 -0.57
S 1.08 2.44 -0.87 -0.29
H 0.26 0.40 -1.80 0.21
H -1.04 1.61 -1.45 0.37
H -0.40 0.69 -0.13 0.11
H 2.17 1.66 -0.72 0.14
O -1.59 -1.41 1.67 -0.62
H -2.21 -2.05 2.01 0.31
H -1.94 -0.54 1.85 0.31
O -0.33 -2.58 -1.13 -0.68
H -0.77 -1.74 -0.96 0.35
H -0.35 -2.97 -0.25 0.33
O 2.21 -1.18 -1.08 -0.62
H 1.35 -1.53 -1.38 0.34
H 2.86 -1.48 -1.71 0.31
O -0.68 2.39 2.13 -0.59
H 0.23 2.57 1.86 0.31
H -0.71 2.60 3.06 0.29
```

=====

# 10
C9H9IN2 | wB97M-V/def2-TZVPD

SMILES: C[C@@H]1N=N[C@H](I)c2ccccc21
Orbital gap: 8.5 eV
Energy relative to the best compared isomer or geometry (same formula, charge and spin): 0.0 kJ/mol
E_HOMO: -8.25 eV
Energy: -755.4708 hartree

```
21
Properties=species:S:1:pos:R:3:mulliken_charge:R:1
C 0.58 -2.01 1.03 -1.28
C 0.11 -1.68 -0.41 -0.06
N 1.19 -2.03 -1.32 -0.21
N 2.13 -1.44 -1.71 -0.35
C 2.19 0.14 -1.36 -1.00
I 3.62 0.33 0.22 0.08
C 0.89 0.64 -0.82 0.84
C 0.72 2.00 -0.75 -0.47
C -0.45 2.51 -0.27 -0.69
C -1.49 1.66 0.09 -0.55
C -1.34 0.29 0.08 -0.48
C -0.13 -0.22 -0.39 0.48
H 1.41 -1.44 1.30 0.33
H 0.78 -3.03 1.06 0.40
H -0.24 -1.76 1.61 0.43
H -0.67 -2.26 -0.82 0.48
H 2.67 0.63 -2.21 0.65
H 1.57 2.74 -1.12 0.22
H -0.55 3.52 -0.15 0.50
H -2.42 1.98 0.47 0.41
H -2.23 -0.41 0.38 0.27
```

=====

# 11
C2H6N2O | wB97M-V/def2-TZVPD

SMILES: [H]/N=N/COC
Orbital gap: 10.3 eV
Energy relative to the best compared isomer or geometry (same formula, charge and spin): 359.5 kJ/mol
E_HOMO: -9.23 eV
Energy: -264.4504 hartree

```
11
Properties=species:S:1:pos:R:3:mulliken_charge:R:1
H 2.58 1.35 -0.05 0.24
N 1.65 0.84 -0.31 -0.38
N 1.64 -0.22 0.35 -0.10
C 0.36 -1.02 0.06 -0.30
O -0.64 -0.59 -0.72 -0.28
C -1.37 0.52 -0.12 -0.77
H 0.64 -2.04 -0.33 0.32
H 0.17 -1.33 1.07 0.33
H -2.18 0.69 -0.75 0.31
H -1.06 1.59 -0.02 0.30
H -1.81 0.21 0.82 0.33
```

=====

# 12
C21H38N2O9S4 | wB97M-V/def2-TZVPD

SMILES: CCC[C@@H](CCSc1nnco1)OC=O.O=S1(=O)CCCC1.O=S1(=O)CCCC1.O=S1(=O)CCCC1
Orbital gap: 9.0 eV
E_HOMO: -9.07 eV
Energy: -3202.0480 hartree

```
74
Properties=species:S:1:pos:R:3:mulliken_charge:R:1
C 4.85 -2.86 -3.18 -0.88
C 5.00 -4.52 -3.19 -0.43
C 3.59 -5.31 -2.94 -0.58
C 2.75 -5.63 -4.35 0.18
C 1.15 -5.55 -3.93 -0.57
C 0.67 -6.87 -3.03 -0.42
S -0.92 -6.52 -2.04 -0.13
C -1.67 -4.99 -2.81 0.24
N -2.62 -4.78 -3.97 -0.24
N -2.70 -3.36 -3.99 -0.29
C -1.85 -2.69 -2.92 0.26
O -1.18 -3.75 -2.14 -0.18
O 3.18 -4.60 -5.31 -0.25
C 2.43 -4.66 -6.57 0.16
O 2.40 -3.53 -7.31 -0.50
H 5.82 -2.40 -3.66 0.32
H 3.95 -2.54 -3.89 0.19
H 4.63 -2.42 -2.12 0.28
H 5.69 -4.77 -2.24 0.30
H 5.53 -4.90 -4.16 0.27
H 2.93 -4.62 -2.23 0.19
H 3.74 -6.32 -2.32 0.27
H 2.97 -6.74 -4.73 0.21
H 0.42 -5.52 -4.85 0.40
H 1.04 -4.54 -3.31 0.11
H 0.38 -7.78 -3.75 0.32
H 1.52 -7.17 -2.28 0.27
H -1.66 -1.56 -2.68 0.20
H 1.82 -5.58 -6.97 0.31
O 1.54 -0.75 -2.52 -0.57
S 0.48 0.24 -2.49 1.19
O -0.70 0.14 -3.33 -0.79
C -0.03 0.46 -0.80 -0.77
C 0.89 1.55 -0.27 -0.15
C 0.97 2.60 -1.39 -0.73
C 1.21 1.85 -2.70 -0.74
H 0.05 -0.48 -0.26 0.55
H -1.08 0.80 -0.82 0.41
H 0.51 1.98 0.66 -0.03
H 1.88 1.14 -0.08 0.31
H 0.03 3.15 -1.44 0.30
H 1.77 3.33 -1.19 0.37
H 0.74 2.36 -3.54 0.37
H 2.28 1.72 -2.89 0.34
O 0.39 2.79 2.68 -0.75
S -0.51 2.32 3.72 1.20
O -1.90 2.73 3.77 -0.74
C -0.43 0.54 3.77 -0.46
C 0.70 0.25 4.74 -0.61
C 0.52 1.22 5.90 -0.65
C 0.25 2.60 5.31 -0.62
H -0.25 0.15 2.77 0.16
H -1.38 0.18 4.15 0.36
H 0.68 -0.79 5.08 0.37
H 1.67 0.43 4.26 0.28
H -0.35 0.91 6.51 0.30
H 1.39 1.24 6.56 0.32
H -0.42 3.19 5.93 0.30
H 1.18 3.15 5.14 0.38
O -2.63 7.38 2.59 -0.67
S -2.95 6.62 3.78 1.14
O -1.94 6.17 4.71 -0.64
C -4.21 7.51 4.69 -0.69
C -5.52 7.00 4.11 -0.60
C -5.35 5.48 3.97 -0.74
C -3.99 5.24 3.32 -0.10
H -4.07 8.58 4.56 0.39
H -4.11 7.24 5.75 0.33
H -6.37 7.25 4.76 0.35
H -5.70 7.44 3.13 0.30
H -5.37 5.02 4.96 0.31
H -6.15 5.04 3.37 0.34
H -3.53 4.31 3.68 0.01
H -4.06 5.22 2.23 0.37
```

=====

# 13
C3H8N2 | wB97M-V/def2-TZVPD

SMILES: C=CN.C=N
Orbital gap: 8.8 eV
Energy relative to the best compared isomer or geometry (same formula, charge and spin): 301.8 kJ/mol
E_HOMO: -7.86 eV
Energy: -228.5337 hartree

```
13
Properties=species:S:1:pos:R:3:mulliken_charge:R:1
C 0.78 -0.17 2.10 -0.84
C 1.63 -0.37 1.07 0.10
N 1.70 0.28 -0.13 -0.49
H 0.29 0.79 2.26 0.26
H 0.80 -0.83 2.97 0.25
H 2.07 -1.36 1.01 0.24
H 0.96 0.90 -0.42 0.26
H 2.05 -0.29 -0.87 0.23
C -2.15 0.21 -1.98 -0.28
N -1.32 0.43 -1.04 -0.39
H -2.14 0.72 -2.95 0.24
H -2.88 -0.59 -1.88 0.21
H -1.80 0.29 -0.15 0.20
```

=====

# 14
C4HCl2O2 | wB97M-V/def2-TZVPD

2S+1: 3
Orbital gap (alpha / beta): 3.6 / 6.5 eV
E_HOMO (alpha / beta): -0.18 / -3.94 eV
Charge: -1
Energy: -1223.7878 hartree

```
9
Properties=species:S:1:pos:R:3:mulliken_spin:R:1
C 0.37 1.13 0.34 0.11
C 1.47 0.45 0.02 0.69
C -0.78 0.34 -0.20 0.04
C -0.60 -1.02 -0.05 0.76
O 2.41 -0.21 -0.28 0.06
O -1.75 0.89 -0.76 0.16
Cl 0.32 -1.80 1.19 0.06
Cl -1.85 -1.99 -0.78 0.06
H 0.41 2.22 0.52 0.06
```

=====

# 15
C4H10O | wB97M-V/def2-TZVPD

SMILES: CC(C)CO
Orbital gap: 11.3 eV
Energy relative to the best compared isomer or geometry (same formula, charge and spin): 50.9 kJ/mol
E_HOMO: -10.26 eV
Energy: -233.6256 hartree

```
15
Properties=species:S:1:pos:R:3:mulliken_charge:R:1
C -1.46 -0.75 -0.07 -1.53
C -0.16 -0.01 -0.38 0.62
C -0.21 1.51 0.06 -1.26
C 1.02 -0.69 0.24 -0.63
O 2.15 -0.03 -0.31 -0.50
H -1.40 -1.74 -0.45 0.41
H -1.56 -0.82 1.01 0.34
H -2.35 -0.35 -0.57 0.38
H -0.07 -0.05 -1.48 0.19
H -0.23 1.60 1.16 0.31
H -1.19 1.95 -0.26 0.35
H 0.62 2.04 -0.40 0.33
H 1.00 -1.74 -0.15 0.26
H 0.95 -0.69 1.31 0.40
H 2.88 -0.24 0.29 0.31
```